Entry from the Open Molecules 2025 dataset: a structure of composition C41H31IN2O7PSY at a distorted geometry (ωB97M-V/def2-TZVPD).

Each line ends with the Mulliken charge.
Atoms and positions in Å:
Y (-0.139, -0.325, -0.089)  0.23
C (-4.983, -3.447, 3.817)  -0.52
C (-4.726, -3.480, 2.454)  -0.66
C (-3.855, -2.565, 1.892)  -0.67
C (-3.239, -1.608, 2.696)  0.37
C (-3.486, -1.588, 4.064)  0.04
C (-4.356, -2.508, 4.620)  -0.83
P (-2.081, -0.456, 1.885)  0.92
C (-1.299, 0.341, 3.334)  0.77
C (-1.641, 1.589, 3.842)  -0.08
C (-0.927, 2.113, 4.909)  -1.07
C (0.124, 1.408, 5.472)  -0.38
C (0.462, 0.160, 4.970)  -0.82
C (-0.245, -0.370, 3.907)  -0.68
C (-3.205, 0.838, 1.255)  0.05
C (-4.367, 1.123, 1.938)  -0.30
C (-5.250, 2.109, 1.479)  -0.97
C (-4.954, 2.797, 0.335)  -0.84
C (-3.786, 2.516, -0.407)  0.99
C (-3.507, 3.211, -1.601)  -0.95
C (-2.380, 2.929, -2.314)  -1.27
C (-1.489, 1.936, -1.867)  -0.46
C (-1.687, 1.206, -0.705)  1.49
C (-2.871, 1.516, 0.043)  -0.68
H (-5.674, -4.152, 4.256)  0.39
H (-5.200, -4.227, 1.835)  0.42
H (-3.638, -2.584, 0.830)  0.45
H (-3.001, -0.850, 4.689)  0.48
H (-4.537, -2.490, 5.685)  0.42
H (-2.460, 2.149, 3.411)  0.32
H (-1.201, 3.082, 5.304)  0.40
H (0.682, 1.838, 6.292)  0.37
H (1.286, -0.391, 5.398)  0.44
H (0.011, -1.337, 3.494)  0.52
H (-4.607, 0.584, 2.845)  0.48
H (-6.155, 2.318, 2.034)  0.43
H (-5.618, 3.574, -0.023)  0.38
H (-4.201, 3.970, -1.935)  0.36
H (-2.165, 3.458, -3.233)  0.47
H (-0.618, 1.743, -2.494)  0.46
O (1.545, -2.484, -5.497)  -0.56
C (2.391, -1.531, -5.191)  0.37
O (3.293, -1.194, -5.920)  -0.62
C (2.198, -0.838, -3.881)  0.07
C (3.032, 0.167, -3.418)  -0.41
N (2.538, 0.596, -2.251)  0.39
N (1.428, -0.066, -1.915)  0.41
C (1.203, -0.956, -2.881)  -0.35
C (0.025, -1.900, -2.716)  0.86
O (-0.227, -2.685, -3.630)  -0.89
O (-0.598, -1.800, -1.622)  -0.81
H (0.816, -2.633, -4.806)  0.45
H (3.916, 0.572, -3.868)  0.53
H (2.933, 1.277, -1.616)  0.03
I (6.359, -5.300, 3.932)  0.07
C (4.912, -4.036, 3.047)  -0.08
C (5.326, -2.924, 2.334)  -0.66
C (4.377, -2.106, 1.749)  -0.19
C (3.023, -2.401, 1.869)  0.22
C (2.626, -3.533, 2.576)  -0.37
C (3.568, -4.350, 3.173)  -0.70
C (2.001, -1.528, 1.213)  1.42
O (0.798, -1.897, 1.245)  -0.86
O (2.358, -0.457, 0.650)  -0.76
H (6.377, -2.699, 2.232)  0.39
H (4.670, -1.236, 1.182)  0.46
H (1.574, -3.772, 2.642)  0.50
H (3.260, -5.226, 3.725)  0.39
C (1.443, 3.394, 2.674)  -0.92
S (1.808, 1.809, 1.802)  0.33
O (0.448, 1.398, 1.348)  0.12
C (2.509, 2.643, 0.351)  0.55
C (1.645, 3.241, -0.555)  -0.54
C (2.169, 3.917, -1.646)  -0.72
C (3.544, 3.989, -1.822)  -0.63
C (4.398, 3.366, -0.926)  -0.61
C (3.881, 2.688, 0.168)  -0.66
H (1.170, 4.170, 1.969)  0.37
H (2.307, 3.698, 3.250)  0.38
H (0.604, 3.175, 3.326)  0.14
H (0.576, 3.163, -0.405)  0.64
H (1.506, 4.387, -2.355)  0.49
H (3.954, 4.527, -2.661)  0.43
H (5.466, 3.407, -1.067)  0.43
H (4.529, 2.190, 0.872)  0.40

energy relative to the best compared isomer or geometry (same formula, charge and spin)	0.8594	eV
DFT total energy	-3292.9587	Eh
HOMO energy	-0.294	Ha
M	942.6	g/mol
spin multiplicity	1

Entry from the Open Molecules 2025 dataset: a structure of composition C41H32BrClN7O2Re at a distorted geometry (ωB97M-V/def2-TZVPD).

Each line ends with the Mulliken charge.
Atoms and positions in Å:
Re (1.566, -0.576, -0.748)  2.31
Cl (-5.279, -1.894, -3.164)  -0.11
C (-3.715, -1.353, -2.787)  -0.03
C (-3.411, 0.027, -2.908)  -0.66
C (-2.158, 0.483, -2.633)  -0.63
C (-1.137, -0.411, -2.212)  0.53
O (0.048, 0.032, -1.999)  -0.62
C (-1.459, -1.804, -2.056)  -0.04
C (-0.430, -2.739, -1.753)  0.53
N (0.788, -2.467, -1.392)  0.14
C (1.758, -3.492, -1.501)  0.29
C (1.552, -4.854, -1.460)  -0.46
C (2.599, -5.730, -1.787)  -1.19
C (3.827, -5.255, -2.167)  -0.84
C (4.079, -3.864, -2.166)  0.73
C (5.321, -3.290, -2.508)  -0.55
C (5.453, -1.925, -2.480)  -1.14
C (4.367, -1.135, -2.094)  0.06
N (3.197, -1.637, -1.729)  0.01
C (3.038, -2.992, -1.791)  0.65
C (-2.741, -2.247, -2.369)  -1.04
H (-4.190, 0.707, -3.228)  0.53
H (-1.910, 1.532, -2.728)  0.59
H (-0.684, -3.781, -1.934)  0.42
H (0.595, -5.263, -1.162)  0.54
H (2.417, -6.795, -1.759)  0.46
H (4.621, -5.927, -2.463)  0.47
H (6.146, -3.934, -2.787)  0.52
H (6.384, -1.444, -2.744)  0.45
H (4.482, -0.060, -2.098)  0.61
H (-2.983, -3.298, -2.278)  0.53
Br (-3.964, -4.226, 3.137)  -0.09
C (-2.329, -3.465, 2.605)  -0.26
C (-2.300, -2.558, 1.550)  -0.92
C (-1.099, -1.988, 1.181)  0.31
C (0.090, -2.311, 1.842)  -0.15
C (0.046, -3.238, 2.892)  -0.87
C (-1.154, -3.801, 3.273)  -0.81
N (1.251, -1.634, 1.443)  0.29
C (2.301, -1.545, 2.169)  -0.49
C (3.375, -0.671, 1.761)  0.33
C (4.460, -0.398, 2.584)  -1.01
C (5.372, 0.576, 2.210)  -0.51
C (5.164, 1.253, 1.015)  -1.13
C (4.072, 0.911, 0.239)  -0.11
N (3.203, -0.046, 0.583)  0.27
H (-3.217, -2.294, 1.040)  0.60
H (-1.069, -1.243, 0.395)  0.71
H (0.947, -3.534, 3.413)  0.46
H (-1.189, -4.501, 4.096)  0.47
H (2.389, -2.023, 3.141)  0.46
H (4.578, -0.941, 3.512)  0.55
H (6.216, 0.818, 2.841)  0.49
H (5.836, 2.030, 0.682)  0.50
H (3.878, 1.443, -0.683)  0.62
C (-5.820, 3.680, -1.684)  -1.53
C (-4.856, 3.954, -0.570)  0.72
C (-4.348, 2.931, 0.226)  -0.72
C (-3.486, 3.190, 1.280)  -0.31
C (-3.102, 4.502, 1.562)  0.17
N (-2.259, 4.847, 2.636)  -0.04
C (-1.476, 4.059, 3.443)  0.27
O (-1.227, 4.318, 4.588)  -0.57
N (-0.948, 2.887, 2.844)  -0.08
C (-0.317, 2.784, 1.629)  0.17
C (-0.168, 3.854, 0.735)  -0.26
C (0.490, 3.650, -0.463)  -1.45
C (0.995, 2.400, -0.763)  -0.19
N (0.860, 1.370, 0.085)  0.21
C (0.224, 1.554, 1.246)  -0.58
C (-3.600, 5.534, 0.763)  -0.54
C (-4.453, 5.261, -0.287)  -0.78
H (-6.180, 2.653, -1.659)  0.35
H (-5.352, 3.870, -2.654)  0.32
H (-6.672, 4.357, -1.628)  0.43
H (-4.662, 1.911, 0.040)  0.44
H (-3.167, 2.381, 1.921)  0.62
H (-2.390, 5.770, 3.026)  0.26
H (-0.688, 2.208, 3.545)  0.24
H (-0.531, 4.838, 0.991)  0.68
H (0.622, 4.465, -1.161)  0.51
H (1.513, 2.220, -1.697)  0.56
H (0.138, 0.694, 1.899)  0.48
H (-3.309, 6.557, 0.973)  0.43
H (-4.827, 6.072, -0.899)  0.45

charge	+3
energy relative to the best compared isomer or geometry (same formula, charge and spin)	1.6137	eV
DFT total energy	-5226.9856	Eh
HOMO energy (alpha / beta)	-0.524 / -0.524	Ha
M	956.3	g/mol
spin multiplicity	2